No. 1
5 unconnected molecules or ions with the total composition C3H15N3O6, computed with the ωB97M-V functional and the def2-TZVPD basis.

XYZ file:
```
27
Properties=species:S:1:pos:R:3:forces:R:3:lowdin_charge:R:1
N -0.891343 -0.782851 2.146022 1.5445 -1.7113 -2.2904 0.123
C -1.328216 -0.098550 0.978008 2.8935 -1.2540 0.5879 -0.486
O -2.114510 0.764455 1.156661 -2.1478 1.7863 -0.5451 0.067
C -0.478661 -0.119498 -0.410876 1.7669 -4.6389 5.1365 -0.064
N 0.874407 0.332106 0.089981 -2.1704 0.4790 -2.8224 0.070
C 1.793125 0.481960 -0.924368 4.6928 -0.7195 1.4175 -0.622
N 1.481428 0.349503 -2.285482 -6.3893 2.0334 2.4613 0.143
O 2.996536 0.577765 -0.596476 -1.6671 0.1352 -0.6070 0.000
H -1.018782 -0.225291 2.960896 -0.3526 0.0398 0.5447 0.086
H -0.185088 -1.593166 2.172521 -1.4071 1.8244 -0.3202 0.080
H -0.985400 0.437405 -1.085772 -1.2266 2.3713 -1.8311 0.062
H -0.330645 -1.168425 -0.867120 -0.3854 1.4218 0.7725 0.132
H 1.136441 0.356270 1.091660 -0.1273 -0.1996 -1.4352 0.157
H 0.557899 0.956688 -2.515041 3.0732 -2.1310 0.0349 0.167
H 2.215197 0.385343 -2.912304 1.7720 0.5263 -1.1140 0.068
O -2.249469 -3.456641 -1.159971 -0.3240 -1.0656 -1.2737 -0.041
H -1.945104 -2.968681 -0.418430 0.0471 0.9791 0.8152 -0.015
H -2.897939 -2.954257 -1.670399 0.2711 0.1132 0.4988 0.048
O -0.849952 3.460087 0.920867 2.6985 -1.9246 1.5351 -0.091
H -0.262793 2.647077 1.233959 -2.3253 2.4765 -1.0819 0.086
H -1.528481 3.103980 0.357452 -0.3762 -0.5848 -0.2203 0.014
O 0.660373 -3.140799 1.620022 3.8152 0.5724 0.3667 -0.065
H 1.601667 -3.546799 1.697040 -2.6061 1.0178 -0.2440 0.124
H 0.065212 -3.846581 1.531329 -1.1573 -1.7374 -0.1721 0.015
O 1.209262 3.762854 -1.243185 0.0233 -1.1647 0.6241 -0.050
H 1.071266 3.420919 -0.348070 -0.5234 1.4458 0.7058 0.007
H 1.403570 2.865128 -1.518927 0.5878 -0.0912 -1.5435 -0.016
```
Positions in Å, forces in eV/Å.

Computed properties:
SMILES string: NC(=O)CNC(N)=O.O.O.O.O
ΔE to the lowest compared entry with this formula, charge and spin: 27.47 kcal per mole
DFT total energy: -738.97752 hartree
highest occupied orbital energy: -9.9 eV
gap between HOMO and LUMO: 0.362 Eh

---

No. 2
5 unconnected molecules or ions with the total composition C3H15NO3, computed with the ωB97M-V functional and the def2-TZVPD basis.

XYZ file:
```
22
Properties=species:S:1:pos:R:3:forces:R:3:lowdin_charge:R:1
C 0.774456 0.160910 -1.527460 0.1026 -1.4351 -0.3730 -0.145
N -0.558406 -0.551329 -1.316416 0.2464 -0.4828 0.7512 -0.237
C -0.731510 -1.422813 -2.521970 0.8483 -1.6632 1.1181 -0.097
C -0.917650 -1.398798 -0.106273 3.2752 0.3018 0.0355 -0.079
H 0.587206 0.916792 -2.309598 0.2576 -0.2999 0.3293 0.088
H 1.580891 -0.530886 -1.913301 -0.7016 0.3926 0.2362 0.097
H 1.241291 0.600472 -0.647741 -0.5063 0.1805 0.4675 0.042
H -1.016038 -2.554061 -2.392335 0.3214 2.2694 0.5585 0.126
H -1.400581 -1.024806 -3.209369 -1.2630 0.8535 -1.2785 0.052
H 0.258772 -1.445286 -2.953477 0.1102 -0.2484 -0.6495 0.054
H -1.814321 -1.891892 -0.284479 -1.8305 -0.4670 -0.6853 0.048
H -1.008103 -0.829890 0.807962 0.2176 0.2464 -0.0676 0.035
H -0.177553 -2.247220 0.053207 -0.4017 1.0690 -0.2251 0.107
H 1.965148 -0.670224 2.870792 0.1606 -0.2288 0.0819 0.025
H 1.151861 0.448598 2.226824 0.6033 -1.2648 -0.7421 0.024
O 1.530075 -0.460517 2.042080 -0.6247 1.4039 0.5128 -0.089
H -1.405394 1.227974 2.634740 -0.1106 -0.0537 -0.2114 0.037
H -0.377351 1.407799 -0.530523 1.0825 -0.0798 1.2313 0.419
O -1.344755 1.030986 1.691323 0.5392 0.7142 0.0359 -0.146
H 1.004718 3.111630 0.924550 -0.2118 -0.0316 -0.1782 -0.023
H -0.535490 1.559144 1.382935 -0.6523 -0.4220 0.6476 -0.048
O 0.952431 2.147701 0.952716 -1.4624 -0.7541 -1.5953 -0.292
```
Positions in Å, forces in eV/Å.

Computed properties:
ΔE to the lowest compared entry with this formula, charge and spin: 170.53 kcal per mole
DFT total energy: -403.51549 hartree
highest occupied orbital energy: -9.3 eV
gap between HOMO and LUMO: 0.264 Eh

---

No. 3
4 unconnected molecules or ions with the total composition C3H15NO3, computed with the ωB97M-V functional and the def2-TZVPD basis.

XYZ file:
```
22
Properties=species:S:1:pos:R:3:forces:R:3:lowdin_charge:R:1
C -0.870345 1.783338 0.917652 -1.4107 0.0456 1.0167 -0.108
C -1.167655 0.318573 1.259008 1.0631 -0.0270 -0.9802 -0.248
C 0.055585 -0.528642 1.675370 -0.9395 -0.6584 0.5421 -0.294
N 0.777662 -1.118739 0.517181 -1.0573 -0.1252 0.9691 0.007
H -0.495793 2.222853 1.845527 0.5001 0.3343 -0.3575 0.072
H -1.826788 2.297293 0.754038 0.1049 -0.0340 -0.1016 0.068
H -0.277042 2.001488 0.036088 0.3820 -0.3026 0.1108 0.055
H -1.931749 0.209525 2.025223 0.0527 0.4550 0.2316 0.100
H -1.603164 -0.185937 0.388814 0.0926 -0.0202 -0.0158 0.097
H -0.454693 -1.290840 2.288882 0.4992 -0.3776 -0.1131 0.098
H 0.784345 -0.105817 2.372778 -0.1936 0.6818 -0.2332 0.105
H 0.021446 -1.653486 0.087323 0.2787 0.2269 -0.7863 0.036
H 1.325767 -1.861666 0.939189 0.5685 0.0835 -0.1994 0.070
O 0.681417 -0.331706 -2.697550 0.0854 0.4193 0.0469 -0.060
H 0.404206 0.340503 -3.317597 -0.2886 0.0604 -0.6065 0.036
H 1.230858 0.221610 -2.120395 0.1877 -0.4334 0.3625 -0.003
O 2.239998 1.319147 -0.781981 -0.0593 0.4267 0.3922 -0.070
H 2.615149 2.099678 -0.349675 -0.0306 -0.1710 -0.3309 0.053
H 1.602647 0.985979 -0.132160 0.1393 -0.4697 -0.0903 -0.005
O -1.281506 -2.237819 -1.606020 -1.3716 1.1262 0.1525 -0.057
H -0.654776 -2.906549 -1.789382 1.0613 -1.0100 -0.4604 0.016
H -1.175567 -1.578786 -2.312312 0.3356 -0.2307 0.4507 0.031
```
Positions in Å, forces in eV/Å.

Computed properties:
SMILES string: CCCN.O.O.O
ΔE to the lowest compared entry with this formula, charge and spin: 19.84 kcal per mole
DFT total energy: -403.75563 hartree
highest occupied orbital energy: -9.6 eV
gap between HOMO and LUMO: 0.382 Eh

---

No. 4
4 unconnected molecules or ions with the total composition C3H15NO3, computed with the ωB97M-V functional and the def2-TZVPD basis.

XYZ file:
```
22
Properties=species:S:1:pos:R:3:forces:R:3:lowdin_charge:R:1
C 1.921246 0.687417 -0.910323 -3.3057 0.3563 -1.4640 -0.120
C 0.655785 1.691940 -1.308528 -0.8661 -1.7426 1.3735 -0.160
C -0.700389 0.900499 -1.568892 0.6310 0.9492 1.0319 -0.082
N 1.581575 0.018573 0.366249 0.8147 4.0036 0.7220 0.256
H 2.766744 1.368592 -0.881255 0.7971 -0.2470 0.7336 0.144
H 2.078806 -0.050508 -1.717404 0.2733 0.0935 0.4524 0.141
H 0.711856 2.336382 -2.189829 1.1575 -0.2575 0.1558 0.111
H 0.519595 2.361858 -0.423482 0.1330 -0.4508 -0.6036 0.108
H -0.726052 0.491575 -2.551892 0.3586 -0.7407 -0.7005 0.065
H -1.506177 1.651414 -1.620390 0.2006 -0.3127 0.5413 0.093
H -0.912914 0.114695 -0.807540 0.1875 0.7115 -0.5587 0.039
H 0.908312 0.707985 0.899686 0.1160 -1.9827 -0.2410 0.145
H 2.290470 -0.416908 1.014863 -0.7839 -0.0543 -1.1643 0.184
H -2.373597 -0.814865 0.118693 -0.1680 -0.0167 0.8608 0.075
H -1.684425 -1.939103 0.848898 -0.1486 0.6228 0.4808 0.066
O -2.092915 -1.059497 1.026403 -0.1747 -0.9766 -1.5172 -0.057
H 0.616532 -3.338680 -0.115172 0.3818 -0.7334 0.0448 0.054
H 0.541409 -1.815223 0.023062 -0.6653 -0.9517 -0.2715 0.013
O 0.016138 -2.610261 -0.224357 0.1422 1.5018 0.2312 -0.032
H -0.692898 1.072128 2.995473 -0.5459 -0.3317 -0.5039 0.055
H -1.503415 0.197111 1.806784 1.3663 1.1445 0.8928 0.025
O -0.843862 0.952808 2.043229 0.0985 -0.5850 -0.4962 -0.122
```
Positions in Å, forces in eV/Å.

Computed properties:
ΔE to the lowest compared entry with this formula, charge and spin: 18.14 kcal per mole
DFT total energy: -403.41335 hartree
charge: +1
highest occupied orbital energy (alpha / beta): -14.7 / -14.7 eV
multiplicity: 2
gap between HOMO and LUMO (alpha / beta): 0.414 / 0.217 Eh

---

No. 5
4 unconnected molecules or ions with the total composition C3H15NO3S, computed with the ωB97M-V functional and the def2-TZVPD basis.

XYZ file:
```
23
Properties=species:S:1:pos:R:3:forces:R:3:lowdin_charge:R:1
C 1.915721 -2.254828 0.984807 0.3733 2.8712 1.3271 -0.150
N 0.482261 -1.993696 0.700949 0.8946 -1.7438 1.2050 -0.147
C 0.208968 -1.683805 -0.670021 -0.9894 0.7948 0.2066 -0.357
C -0.689829 -0.451172 -0.752190 0.4069 3.5029 -1.0626 -0.594
S -2.241738 -0.806278 -1.561648 0.1709 -1.6885 -1.4621 0.724
H 2.538792 -1.358697 0.719461 -0.7486 -0.6209 -1.2727 0.046
H 2.347937 -3.149634 0.456711 -0.1732 0.5491 1.4385 0.090
H 2.084739 -1.844464 2.081589 -0.2480 -2.7688 -1.2184 0.113
H -0.077292 -2.841181 0.994448 0.9339 1.4518 -0.4185 0.131
H 1.058135 -1.412781 -1.275387 0.8444 -0.3262 0.2761 0.100
H -0.258762 -2.521572 -1.153643 -0.4043 -0.3741 -0.5246 0.087
H -0.944304 0.174688 0.172774 0.7811 -1.4691 -0.9330 0.076
H -0.144761 0.316611 -1.470357 -1.0170 -1.2397 1.4125 0.086
H -3.088054 -0.059025 -0.953170 -0.8217 1.1591 1.0324 -0.192
O -0.194755 1.654617 2.187385 -1.1805 -0.0606 2.0922 -0.065
H 0.355893 1.022983 1.754561 0.7138 -0.8910 -0.4075 -0.019
H -0.458297 1.196097 3.042117 0.4863 0.9126 -1.6419 0.091
O -0.336247 3.906811 -0.111403 -2.3056 -0.8516 3.9777 -0.108
H -0.602352 3.602339 0.890134 0.7581 1.0823 -3.6708 0.108
H 0.547164 3.596931 -0.118658 1.6198 -0.3148 -0.2587 -0.028
O 2.530217 1.217020 0.208486 1.7206 -1.2107 -2.9077 -0.092
H 1.611599 1.366487 -0.000778 -0.5734 0.1069 -0.2329 -0.021
H 2.918653 0.878790 -0.711396 -1.2422 1.1290 3.0435 0.123
```
Positions in Å, forces in eV/Å.

Computed properties:
SMILES string: CNCCS.O.O.O
ΔE to the lowest compared entry with this formula, charge and spin: 57.16 kcal per mole
DFT total energy: -801.85859 hartree
highest occupied orbital energy: -8.8 eV
gap between HOMO and LUMO: 0.336 Eh

---

No. 6
5 unconnected molecules or ions with the total composition C3H15NO4, computed with the ωB97M-V functional and the def2-TZVPD basis.

XYZ file:
```
23
Properties=species:S:1:pos:R:3:forces:R:3:lowdin_charge:R:1
C 1.812057 -2.115711 0.589394 -0.4217 0.0427 0.7805 -0.008
C 1.825416 -1.114752 -0.278756 -0.8999 1.8814 -0.3683 -0.216
N 1.161660 0.205580 -0.135107 1.2739 -0.4539 -0.0856 -0.109
C 2.200701 1.282207 0.037642 -0.8155 -2.5930 1.6335 -0.106
H 1.424905 -2.201344 1.607501 -0.4300 1.0779 -0.3262 0.049
H 2.174866 -3.077357 0.371380 0.8964 -0.9133 -0.9667 0.025
H 2.350365 -1.186369 -1.273173 -0.6427 -0.0625 1.1888 0.119
H 0.528594 0.327861 0.636402 -0.1238 -1.0107 0.3883 0.039
H 2.612077 1.304805 -0.923235 1.6152 0.5555 -1.0477 0.049
H 1.761394 2.214024 0.304852 -0.5234 0.7117 0.0100 0.060
H 2.845998 0.930314 0.898143 0.0600 0.7717 -1.2214 0.094
O -2.315055 -1.674998 -2.286268 1.0654 2.8780 -3.9179 -0.156
H -2.288025 -1.015889 -1.593244 -0.0406 -0.1063 0.5223 -0.034
H -2.079573 -0.954359 -3.123110 -1.0893 -3.1253 3.5111 0.142
O -2.084414 1.133087 -2.666098 -1.5222 -0.5889 -1.1261 -0.042
H -2.307300 0.982539 -1.749479 0.5231 0.5890 0.5228 0.007
H -1.235176 1.501769 -2.830127 1.0101 0.4112 0.6442 0.033
O -2.622042 1.248636 0.662393 3.7043 -2.4941 -4.0841 -0.022
H -1.816282 0.710318 0.916353 -1.7724 1.2298 0.3289 0.050
H -3.106510 1.565648 1.343768 -1.8219 1.1786 3.6583 -0.027
O -0.418401 0.091247 2.744891 3.1642 1.4723 -0.0879 -0.038
H 0.393689 0.207619 3.319809 -0.4144 0.5429 -1.7527 0.093
H -0.818940 -0.364865 3.426075 -2.7946 -1.9945 1.7958 -0.002
```
Positions in Å, forces in eV/Å.

Computed properties:
SMILES string: C=CNC.O.O.O.O
ΔE to the lowest compared entry with this formula, charge and spin: 75.57 kcal per mole
DFT total energy: -478.90837 hartree
highest occupied orbital energy: -8.8 eV
gap between HOMO and LUMO: 0.327 Eh